# 1
A molecular structure, C41H42P2SeSn in a non-equilibrium geometry, computed with ωB97M-V/def2-TZVPD.

XYZ file:
```
87
C41H42P2SeSn ωB97M-V/def2-TZVPD
Sn 2.04666 -1.37121 5.00229
C -2.57634 0.33741 5.84625
C -2.70030 0.00728 4.55836
C -2.93093 0.91128 3.39229
C -1.65609 1.53407 2.72746
C -0.65192 2.17024 3.62054
C -0.87609 2.69406 4.83515
C -2.20301 2.87025 5.49376
C -2.65270 1.70840 6.42734
C 3.30358 0.36982 4.45354
H -2.48562 -0.46492 6.58478
H -2.59818 -1.05599 4.29004
H -3.64671 1.71450 3.61162
H -3.39841 0.29324 2.60599
H -1.15784 0.74277 2.14126
H -1.99584 2.27733 1.98463
H 0.35680 2.22685 3.20034
H -0.02060 3.10233 5.39474
H -3.00050 3.09195 4.76860
H -2.10897 3.76345 6.13802
H -2.03555 1.73505 7.33751
H -3.68336 1.92318 6.76403
H 4.15154 0.51152 5.14314
H 2.63188 1.22918 4.49461
H 3.68515 0.19968 3.43375
P 0.16411 -2.11180 -4.30051
P 2.11986 0.57085 -4.56138
C -0.42794 -0.51142 -4.92758
C 0.38094 0.57613 -5.04970
C -0.69668 -3.28314 -5.44877
C -1.87174 -2.97052 -6.14992
C -2.49243 -3.93430 -6.95800
C -1.92392 -5.20820 -7.08516
C -0.72625 -5.51523 -6.42180
C -0.10969 -4.55459 -5.62421
C -0.84731 -2.22488 -2.76466
C -0.48210 -1.36031 -1.71491
C -1.21651 -1.36027 -0.53160
C -2.31442 -2.21791 -0.38003
C -2.66021 -3.09004 -1.41781
C -1.92008 -3.11177 -2.60403
C 2.77755 1.35455 -6.14823
C 2.72840 0.55732 -7.30943
C 3.08641 1.09221 -8.54686
C 3.50743 2.42748 -8.63150
C 3.59173 3.21652 -7.47846
C 3.24546 2.67474 -6.23501
C 2.18920 2.00971 -3.42501
C 3.32011 2.09521 -2.58802
C 3.48250 3.19656 -1.75130
C 2.51007 4.20708 -1.71998
C 1.36783 4.09707 -2.51627
C 1.18866 2.98848 -3.35285
H -1.50055 -0.43913 -5.15752
H 0.00747 1.49387 -5.52602
H -2.32388 -1.98357 -6.07232
H -3.42274 -3.68584 -7.48257
H -2.41602 -5.96226 -7.70509
H -0.28150 -6.50841 -6.52941
H 0.82744 -4.78193 -5.11894
H 0.36966 -0.68897 -1.84452
H -0.93028 -0.68925 0.27653
H -2.89355 -2.20526 0.54620
H -3.51159 -3.76161 -1.30601
H -2.18817 -3.80525 -3.40428
H 2.38107 -0.47499 -7.24124
H 3.03162 0.47322 -9.44550
H 3.77874 2.85060 -9.59992
H 3.92329 4.25558 -7.54011
H 3.31377 3.29711 -5.34064
H 4.06890 1.30144 -2.61934
H 4.36764 3.26974 -1.12366
H 2.63970 5.06817 -1.06318
H 0.60267 4.87591 -2.49247
H 0.28420 2.89977 -3.95454
Se 0.61856 0.13137 6.51058
C 0.27753 -0.72487 8.19994
C -0.52450 -0.09360 9.17872
C -1.03382 -0.84573 10.24233
C -0.70522 -2.19399 10.38398
C 0.22017 -2.76976 9.50212
C 0.76997 -2.01539 8.45734
H -0.75336 0.96509 9.08057
H -1.69514 -0.37114 10.96229
H -1.13767 -2.79235 11.18826
H 0.52341 -3.80329 9.63021
H 1.54455 -2.41657 7.80117
```

Computed properties:
- Total energy: -132934.711 eV
- Kohn-Sham gap (alpha / beta): 4.5224 / 5.0325 eV
- LUMO level (alpha / beta): -8.181 / -7.998 eV
- Total charge: +2
- Spin multiplicity: 1


# 2
2 unconnected molecules or ions with the total composition C9H14O in a non-equilibrium geometry, computed with ωB97M-V/def2-TZVPD.

XYZ file:
```
24
C9H14O ωB97M-V/def2-TZVPD
C 1.39966 1.24258 -2.11769
C 0.24498 2.13467 -1.64574
H 0.94382 0.76172 -2.99014
H 2.26618 1.80403 -2.45619
H 1.73320 0.46487 -1.43402
H 0.16047 2.48665 -0.62378
H -0.75138 1.71554 -1.83878
H 0.20247 2.94571 -2.39123
C 2.08536 -0.68385 1.15365
C -0.18949 0.25985 1.52258
C 0.57495 -0.76376 0.92072
C -1.64447 0.13432 1.42856
C -2.17586 -0.95238 0.79034
C -0.02373 -1.90606 0.43921
C -1.40944 -2.05883 0.37071
O -3.57246 -1.09148 0.70145
H 0.14741 1.08879 2.13024
H -2.16487 0.82803 2.07517
H 2.22607 -0.79649 2.23847
H 2.57282 0.16567 0.68884
H 0.66305 -2.66651 0.06413
H -3.96783 -0.47273 0.09154
H -1.83696 -3.00199 0.06873
H 2.51605 -1.63832 0.81322
```

Computed properties:
- Total energy: -11605.525 eV
- Kohn-Sham gap (alpha / beta): 3.0580 / 7.2399 eV
- Energy above the lowest of the compared OMol25 structures with the same formula, charge and spin: 18.30 kcal per mole
- LUMO level (alpha / beta): 3.876 / 3.774 eV
- Total charge: -1
- Spin multiplicity: 2


# 3
A molecular structure, C17H28AsBN3O4PdS in a non-equilibrium geometry, computed with ωB97M-V/def2-TZVPD.

XYZ file:
```
56
C17H28AsBN3O4PdS ωB97M-V/def2-TZVPD
Pd -0.02919 -0.26093 -0.06488
N 2.62535 -0.65532 3.52979
C 1.99637 -0.45176 2.37215
S 0.29431 -0.16652 2.40470
N 2.74124 -0.44403 1.27680
N 2.17067 -0.43206 0.11621
C 2.96890 -0.36237 -0.94439
C 2.53794 -0.55457 -2.25196
C 3.41135 -0.25226 -3.33330
C 3.00812 -0.37325 -4.62468
C 1.68742 -0.81041 -4.92408
C 0.82396 -1.16103 -3.93258
C 1.22454 -1.12608 -2.56231
O 0.48247 -1.64020 -1.66988
H 2.10594 -0.62018 4.38822
H 3.59222 -0.93737 3.53779
H 4.01712 -0.15088 -0.74844
H 4.40872 0.10031 -3.09913
H 3.68654 -0.13108 -5.43071
H 1.37642 -0.88248 -5.95824
H -0.16473 -1.54309 -4.15103
C -2.42182 -4.62962 -0.22891
C -2.26533 -3.68859 0.95799
C -2.01349 -4.47187 2.23129
O -1.09553 -2.84864 0.68573
B -1.56566 -1.69327 0.15799
O -2.91329 -1.56057 0.16485
C -3.40978 -2.62895 1.04767
C -3.51854 -2.01065 2.43830
C -4.76020 -3.08611 0.54337
H -1.50684 -5.20983 -0.34306
H -2.58655 -4.07003 -1.15058
H -3.25366 -5.31554 -0.06797
H -1.22048 -5.19661 2.04942
H -2.91477 -5.01083 2.52712
H -1.70059 -3.81978 3.04430
H -2.53191 -1.70895 2.79301
H -3.96226 -2.70724 3.14888
H -4.14040 -1.11766 2.38024
H -4.70845 -3.40422 -0.49612
H -5.46829 -2.26122 0.61766
H -5.12784 -3.91502 1.14999
C -2.10414 1.17834 -2.44978
As -1.28582 2.35968 -1.15581
C 0.44282 2.90248 -1.84167
C -2.41006 3.92054 -0.96803
O -1.09767 1.61990 0.32451
H -2.25716 1.70949 -3.38856
H -3.05752 0.83755 -2.04983
H -1.45296 0.31958 -2.60797
H 0.32913 3.44489 -2.77891
H 1.05138 2.01221 -2.00132
H 0.91745 3.54204 -1.10008
H -2.50671 4.43620 -1.92192
H -1.96838 4.58655 -0.23011
H -3.38975 3.59720 -0.62236
```

Computed properties:
- Total energy: -106566.030 eV
- Kohn-Sham gap (alpha / beta): 6.3431 / 5.8521 eV
- Energy above the lowest of the compared OMol25 structures with the same formula, charge and spin: 0.00 kcal per mole
- LUMO level (alpha / beta): -3.258 / -5.496 eV
- Total charge: +1
- Spin multiplicity: 5


# 4
A molecular structure, C11H27ClEuIN2OP2S in a non-equilibrium geometry, computed with ωB97M-V/def2-TZVPD.

XYZ file:
```
47
C11H27ClEuIN2OP2S ωB97M-V/def2-TZVPD
C -0.03283 -3.03358 -0.67346
C 0.12791 -1.77719 0.16813
H -0.22600 -3.82590 0.03917
H 0.77306 -3.26057 -1.34212
H -0.86949 -2.99300 -1.36676
O -0.26314 -1.96033 1.31073
I 0.45721 0.37380 -0.70912
Eu -0.92322 0.00890 -5.60928
P -2.49559 -0.54402 -1.09060
C -3.56397 0.00623 0.28984
C -3.19414 0.53664 -2.40379
H -4.28741 0.39891 -2.41561
H -4.43584 -1.95183 -1.52089
H -2.77548 0.29694 -3.39087
H -2.97832 -2.51348 -2.42955
H -3.46163 1.08028 0.45235
H -2.93880 1.56595 -2.15329
C -3.35555 -2.13361 -1.47876
H -4.61758 -0.19978 0.03878
H -3.12527 -2.85175 -0.69167
H -3.28857 -0.49186 1.23051
P 2.65239 -0.79504 -0.54590
C 3.19351 -0.21990 1.01926
C 3.14329 -2.51874 -0.78331
H 3.27590 -0.10684 -2.73174
H 4.64025 -0.10038 -1.57775
H 3.45447 1.24709 -1.57654
C 3.59988 0.18343 -1.73936
H 2.92415 -2.83821 -1.81297
H 4.23948 -2.43079 -0.60433
H 4.25291 -0.54239 1.05056
H 2.63304 -0.61425 1.87350
H 2.67551 -3.19335 -0.05176
H 3.20138 0.86785 1.09133
Cl 0.11914 -1.80938 -3.80633
S -0.44809 0.10967 2.33585
C -0.21205 1.73064 2.61971
N -0.99336 2.78581 2.41356
C -0.39790 4.04795 2.78305
C 0.97980 3.61235 3.25554
N 0.96277 2.18481 3.11208
H -1.90873 2.81368 2.02263
H -0.99534 4.45098 3.63115
H -0.28993 4.79258 1.96343
H 1.18267 3.78744 4.30421
H 1.79332 4.07369 2.65813
H 1.79622 1.75050 2.84229
```

Computed properties:
- Total energy: -86217.313 eV
- Kohn-Sham gap (alpha / beta): 3.3759 / 4.4431 eV
- Energy above the lowest of the compared OMol25 structures with the same formula, charge and spin: 5.95 kcal per mole
- LUMO level (alpha / beta): -8.029 / -7.889 eV
- Total charge: +2
- Spin multiplicity: 7


# 5
A molecular structure, C50H79BaN11O4 in a non-equilibrium geometry, computed with ωB97M-V/def2-TZVPD.

XYZ file:
```
145
C50H79BaN11O4 ωB97M-V/def2-TZVPD
Ba 5.54202 1.73275 0.44567
C 1.05696 -0.20484 1.61686
C -0.22940 -0.45221 0.92563
C -0.33318 0.29462 -0.57023
O -1.42270 0.36170 -1.14014
C 0.88809 0.83554 -1.16928
C 2.03767 0.86055 -0.46774
C 2.12992 0.39129 0.97292
O 3.19568 0.39453 1.67461
O 3.01600 1.53150 -1.02169
O -1.19275 -1.04905 1.41789
H 1.12380 -0.64443 2.60108
H 0.86743 1.16799 -2.19663
C -4.33933 -1.88288 -3.79977
C -4.06307 -1.32790 -2.33549
C -3.00343 -2.15852 -1.59740
C -3.44881 -3.54062 -1.41332
N -3.83898 -4.63725 -1.31177
H -4.94582 -2.78520 -3.72180
H -3.37512 -2.08148 -4.26772
H -4.93143 -1.16437 -4.36657
H -5.02418 -1.26951 -1.82463
H -3.73728 -0.29587 -2.46540
H -2.89403 -1.76520 -0.58674
H -2.05987 -2.27982 -2.12946
C 0.15761 -4.94114 -1.07216
C 0.41155 -3.46693 -1.25447
C 1.74944 -2.94144 -0.64871
C 2.92106 -3.67693 -0.95435
N 3.86917 -4.33499 -1.15119
H 0.74786 -5.55028 -1.75675
H -0.89326 -5.16995 -1.24941
H 0.54363 -5.28767 -0.11351
H -0.42271 -2.90089 -0.84010
H 0.37258 -3.25219 -2.32240
H 1.61173 -2.88581 0.43112
H 1.96833 -1.89670 -0.86940
C -4.08816 3.74348 0.95770
C -3.09189 2.51879 0.95861
C -3.76079 1.13794 0.91572
C -4.73127 1.13421 -0.11166
N -5.56543 1.12281 -0.93842
H -4.74383 3.85073 0.09357
H -3.54728 4.66823 1.15865
H -4.76404 3.61247 1.80275
H -2.46711 2.51343 1.85176
H -2.43072 2.62407 0.09845
H -4.29672 0.90851 1.83672
H -3.00504 0.38220 0.70169
C 3.29364 -1.07963 -3.84175
C 4.44968 -0.81515 -4.81436
C 5.11579 0.57671 -4.80403
C 5.52848 1.06431 -3.47614
N 5.83521 1.48427 -2.44066
H 3.58770 -1.15377 -2.79479
H 2.84401 -2.03864 -4.09910
H 2.49817 -0.36176 -4.04175
H 4.08514 -0.98286 -5.82780
H 5.24764 -1.52522 -4.59718
H 4.48014 1.39774 -5.13562
H 5.93660 0.62459 -5.51963
C -3.31296 4.89203 -3.75680
C -2.69007 3.65178 -3.06809
C -1.17686 3.64318 -2.87767
C -0.59290 4.95960 -2.43923
N -0.11640 5.96037 -2.11369
H -3.30874 5.87111 -3.27775
H -4.36020 4.67314 -3.96530
H -2.78807 5.08088 -4.69325
H -3.03140 2.69674 -3.46747
H -3.12417 3.67826 -2.06861
H -0.65228 3.48108 -3.81929
H -0.83194 2.90550 -2.15313
C 0.57851 -1.63468 7.21935
C 0.47259 -2.56786 5.98297
C 1.55057 -2.21974 4.93126
C 2.93326 -2.55024 5.36844
N 3.98662 -2.82639 5.70485
H 1.26314 -2.07334 7.94527
H -0.37200 -1.50464 7.73676
H 0.99458 -0.63743 7.07624
H -0.51910 -2.40139 5.56233
H 0.53997 -3.62335 6.24661
H 1.52113 -1.15971 4.67911
H 1.28009 -2.73645 4.01042
C -1.68780 -5.16939 3.79888
C -1.31549 -4.18271 2.67137
C -2.49833 -3.86716 1.74795
C -3.73800 -3.33918 2.37328
N -4.68292 -2.87310 2.84723
H -0.79278 -5.57555 4.27013
H -2.25671 -6.03319 3.45496
H -2.29538 -4.65428 4.54293
H -0.61810 -4.57404 1.93069
H -0.93712 -3.24360 3.07511
H -2.76022 -4.78792 1.22668
H -2.15828 -3.08969 1.06384
C -1.36755 -1.36420 -6.52153
C -0.68124 -1.99340 -5.26386
C -0.56863 -0.93013 -4.13570
C 0.02942 0.35509 -4.54811
N 0.48971 1.37834 -4.86578
H -1.76466 -2.15157 -7.16219
H -0.69563 -0.83128 -7.19431
H -2.26252 -0.78181 -6.30253
H 0.31026 -2.36892 -5.51687
H -1.27155 -2.83274 -4.89625
H -0.11251 -1.30124 -3.21792
H -1.50216 -0.45696 -3.83118
C -3.28453 -0.71963 5.28619
C -2.88195 0.25807 4.13730
C -1.35507 0.62717 4.22889
C -0.88426 1.12939 5.53835
N -0.53842 1.59962 6.55569
H -3.32926 -0.18850 6.23698
H -2.60810 -1.57322 5.32992
H -4.28679 -1.10647 5.10196
H -3.52824 1.13561 4.15580
H -3.09507 -0.22171 3.18206
H -0.96882 1.36230 3.52285
H -0.85823 -0.30666 3.96581
C 3.75497 5.68204 -2.95530
C 3.95320 4.24845 -3.58406
C 2.66098 3.57177 -3.93593
C 2.07792 4.26823 -5.12003
N 1.69850 4.83136 -6.07303
H 3.16952 6.33183 -3.60579
H 4.71571 6.17530 -2.80776
H 3.28108 5.61268 -1.97616
H 4.49510 3.65033 -2.85146
H 4.63515 4.32119 -4.43127
H 1.97692 3.58318 -3.08738
H 2.79649 2.51285 -4.15601
C 5.01549 1.93284 5.78679
C 3.83967 1.05316 5.28698
C 2.75551 1.99425 4.58025
C 2.30660 3.07762 5.46075
N 1.95442 3.95159 6.12596
H 5.87482 1.31682 6.05168
H 4.71627 2.54623 6.63668
H 5.36285 2.58475 4.98525
H 3.50527 0.53484 6.18566
H 4.32590 0.38616 4.57508
H 1.90968 1.39603 4.24142
H 3.26681 2.41740 3.71560
```

Computed properties:
- Total energy: -78402.916 eV
- Kohn-Sham gap: 5.4929 eV
- LUMO level: -2.720 eV
- Spin multiplicity: 1


# 6
A molecular structure, C21H21BrCl5N3RhTe, computed with ωB97M-V/def2-TZVPD.

XYZ file:
```
53
C21H21BrCl5N3RhTe ωB97M-V/def2-TZVPD
Rh -0.80742 0.02154 -1.33948
Cl -1.10901 -1.47832 -3.54972
C -1.31244 -2.62672 -2.21279
C -1.16726 -2.08635 -0.94858
C -1.37881 -2.98337 0.08521
Cl -1.26621 -2.45142 1.74747
C -1.69306 -4.33071 -0.13201
Cl -1.93597 -5.40580 1.18557
C -1.81307 -4.81468 -1.43509
Cl -2.19174 -6.46095 -1.72785
C -1.62524 -3.94385 -2.50579
Cl -1.77474 -4.48149 -4.12715
C 4.33380 1.02177 0.34587
C 3.69904 0.07714 -0.66752
C 4.33963 0.26859 -2.04294
C 3.83747 -1.36742 -0.20174
N 2.25579 0.44012 -0.66834
N 1.43386 -0.32583 -1.56601
H 5.41321 0.87535 0.37979
H 3.92986 0.84376 1.34350
H 4.15065 2.06659 0.08076
H 5.41306 0.08396 -1.99517
H 4.19602 1.29067 -2.40351
H 3.93602 -0.42404 -2.78547
H 4.88834 -1.59864 -0.02659
H 3.47970 -2.08199 -0.94651
H 3.29491 -1.52792 0.73218
H 2.16210 1.40362 -0.97682
H 1.48089 -1.29602 -1.27131
H 1.80121 -0.28474 -2.51564
Te -0.34356 0.84681 1.06772
C 0.07641 1.83528 2.84819
C -0.64457 2.98610 3.15474
C -0.36075 3.65054 4.33855
C 0.62577 3.16773 5.18908
C 1.33531 2.01628 4.87081
C 1.06276 1.33431 3.69451
H -1.41100 3.36315 2.48962
H -0.91123 4.54607 4.59430
H 0.84109 3.69258 6.11025
H 2.09838 1.64380 5.54133
H 1.60638 0.43086 3.44822
Br -7.42416 1.79742 -1.75599
C -5.60957 1.35716 -1.63335
C -4.65931 2.14113 -2.26541
C -3.33284 1.77713 -2.14529
N -2.92561 0.70830 -1.45197
C -3.85923 -0.04297 -0.85177
C -5.20881 0.24455 -0.91275
H -4.93841 3.01279 -2.83884
H -2.56154 2.36582 -2.62551
H -3.50047 -0.90805 -0.30878
H -5.92561 -0.38964 -0.41201
```

Computed properties:
- Total energy: -169534.891 eV
- Kohn-Sham gap (alpha / beta): 7.9689 / 5.9102 eV
- Energy above the lowest of the compared OMol25 structures with the same formula, charge and spin: 19.50 kcal per mole
- LUMO level (alpha / beta): -2.475 / -5.275 eV
- Total charge: +1
- Spin multiplicity: 5